Entry 1:
DFT (ωB97M-V/def2-TZVPD) results for a 10-piece molecular cluster, C20H30N10 overall in a non-equilibrium geometry.

Geometry as XYZ:
```
60
Properties=species:S:1:pos:R:3
C 1.90 3.94 -2.15
C 1.04 4.70 -1.26
N 0.27 5.09 -0.50
H 1.44 3.77 -3.10
H 2.02 2.95 -1.75
H 2.89 4.38 -2.23
C -2.96 4.11 -1.48
C -2.01 3.02 -2.08
N -1.31 2.21 -2.44
H -2.70 5.09 -1.85
H -2.78 4.10 -0.38
H -3.96 3.78 -1.75
C 2.66 0.16 -0.60
C 2.71 1.06 0.56
N 2.79 1.86 1.36
H 2.62 -0.83 -0.14
H 3.52 0.31 -1.27
H 1.80 0.40 -1.19
C 1.25 -0.89 5.92
C 0.76 0.12 4.99
N 0.25 0.85 4.26
H 2.40 -0.87 5.86
H 0.88 -1.85 5.57
H 0.92 -0.68 6.98
C 4.46 -6.69 -1.78
C 4.11 -5.65 -2.66
N 3.77 -4.83 -3.39
H 5.53 -6.58 -1.65
H 4.23 -7.69 -2.08
H 3.97 -6.48 -0.78
C 5.84 -2.40 -3.67
C 5.91 -1.15 -2.85
N 5.80 -0.20 -2.24
H 6.28 -3.26 -3.11
H 6.33 -2.27 -4.63
H 4.78 -2.57 -3.88
C -4.23 -3.20 1.79
C -3.03 -2.71 2.43
N -2.05 -2.42 3.00
H -4.05 -3.86 0.92
H -4.93 -2.39 1.60
H -4.76 -3.82 2.47
C -5.29 -1.06 -2.41
C -5.38 -2.55 -2.41
N -5.60 -3.66 -2.25
H -6.14 -0.61 -2.94
H -4.32 -0.72 -2.78
H -5.39 -0.67 -1.36
C -0.23 4.24 2.90
C -1.49 4.41 2.23
N -2.56 4.57 1.81
H 0.18 3.26 2.80
H -0.32 4.49 3.92
H 0.54 4.94 2.46
C -2.59 0.91 1.33
C -3.86 0.48 0.84
N -4.97 0.26 0.59
H -2.55 0.41 2.28
H -2.62 1.95 1.54
H -1.75 0.72 0.64
```

Computed properties:
multiplicity: 1
charge: 0
relative energy (zero: lowest compared OMol25 entry of this formula, charge and spin): 111.65 kJ/mol
HOMO energy: -11.2 eV
SMILES string: CC#N.CC#N.CC#N.CC#N.CC#N.CC#N.CC#N.CC#N.CC#N.CC#N

***

Entry 2:
DFT (ωB97M-V/def2-TZVPD) results for one molecule with the formula C20H30N2O.

Geometry as XYZ:
```
53
Properties=species:S:1:pos:R:3
C 2.78 -4.66 1.75
C 2.25 -3.49 1.42
C 0.80 -3.25 1.50
C 0.15 -2.45 0.56
C -1.21 -2.21 0.62
C -1.95 -2.78 1.64
C -1.32 -3.58 2.59
C 0.03 -3.81 2.53
H 0.51 -4.42 3.28
H -1.91 -4.02 3.39
H -3.01 -2.63 1.72
C -1.83 -1.32 -0.46
N -1.12 -0.04 -0.52
C 0.03 0.28 -1.19
O 0.71 -0.53 -1.81
N 0.40 1.60 -1.13
C -0.41 2.67 -0.58
C -0.36 3.90 -1.52
C 1.06 4.30 -1.89
C 1.77 3.10 -2.51
C 1.75 1.94 -1.52
H 2.19 1.05 -1.96
H 2.33 2.22 -0.63
H 2.80 3.34 -2.77
H 1.25 2.80 -3.43
H 1.03 5.13 -2.60
H 1.61 4.63 -1.01
H -0.88 4.73 -1.04
H -0.90 3.65 -2.43
H -1.46 2.34 -0.58
C -0.01 3.00 0.87
C -1.12 3.70 1.64
H -0.80 3.89 2.66
H -2.02 3.08 1.67
H -1.38 4.65 1.18
H 0.88 3.63 0.87
H 0.25 2.07 1.37
H -1.39 0.59 0.22
C -3.29 -0.96 -0.17
H -3.92 -1.84 -0.21
H -3.64 -0.26 -0.92
H -3.39 -0.49 0.81
C -1.76 -2.04 -1.81
H -2.29 -2.99 -1.74
H -0.73 -2.23 -2.10
H -2.23 -1.43 -2.58
H 0.72 -2.02 -0.24
C 3.09 -2.35 0.93
H 4.15 -2.57 1.06
H 2.91 -2.17 -0.13
H 2.84 -1.44 1.46
H 2.18 -5.50 2.07
H 3.84 -4.84 1.69
```

Computed properties:
multiplicity: 1
charge: 0
relative energy (zero: lowest compared OMol25 entry of this formula, charge and spin): 20.30 kJ/mol
HOMO energy: -8.5 eV
SMILES string: C=C(C)c1cccc(C(C)(C)NC(=O)N2CCCC[C@@H]2CC)c1

***

Entry 3:
DFT (ωB97M-V/def2-TZVPD) results for an isolated ion of composition C20H30NO3 and charge +1.

Geometry as XYZ:
```
54
Properties=species:S:1:pos:R:3
O -3.17 -1.84 0.89
H -3.29 -2.77 1.09
C -3.69 -1.04 1.93
C -3.14 0.37 1.69
N -3.26 0.68 0.24
H -3.18 -0.24 -0.23
C -4.59 1.21 -0.13
H -5.34 0.66 0.45
H -4.66 2.27 0.10
C -4.85 0.95 -1.62
H -5.92 1.07 -1.82
O -4.41 -0.36 -1.89
H -4.72 -0.66 -2.75
H -4.31 1.68 -2.25
C -2.15 1.55 -0.24
C -0.88 0.91 0.04
C 0.14 0.33 0.28
C 1.34 -0.34 0.77
C 1.45 -1.75 0.19
C 0.65 -2.18 -0.86
C 0.79 -3.46 -1.37
C 1.72 -4.33 -0.83
C 2.52 -3.91 0.22
C 2.38 -2.63 0.73
H 3.03 -2.32 1.54
H 3.25 -4.58 0.65
H 1.82 -5.33 -1.22
H 0.16 -3.78 -2.19
H -0.07 -1.51 -1.29
O 1.16 -0.38 2.18
H 1.94 -0.78 2.57
C 2.60 0.48 0.38
C 2.55 1.88 1.00
C 3.83 2.65 0.67
C 4.00 2.75 -0.85
C 4.03 1.36 -1.48
C 2.76 0.59 -1.14
H 1.89 1.11 -1.55
H 2.80 -0.40 -1.58
H 4.12 1.45 -2.56
H 4.89 0.81 -1.11
H 4.93 3.28 -1.08
H 3.18 3.33 -1.27
H 3.79 3.64 1.11
H 4.69 2.13 1.09
H 1.69 2.42 0.61
H 2.43 1.81 2.08
H 3.47 -0.05 0.78
H -2.21 2.51 0.28
H -2.26 1.71 -1.31
H -3.65 1.12 2.29
H -2.07 0.36 1.93
H -3.36 -1.39 2.91
H -4.79 -1.05 1.91
```

Computed properties:
multiplicity: 1
charge: +1
relative energy (zero: lowest compared OMol25 entry of this formula, charge and spin): 238.69 kJ/mol
HOMO energy: -11.6 eV
SMILES string: OCC[NH+](CC#C[C@@](O)(c1ccccc1)C1CCCCC1)CCO

***

Entry 4:
DFT (ωB97M-V/def2-TZVPD) results for C20H31As2HfN6O11P2S as an isolated structure in a non-equilibrium geometry.

Geometry as XYZ:
```
74
Properties=species:S:1:pos:R:3
Hf -2.34 0.33 1.05
C -1.09 1.25 5.81
As -0.67 0.31 4.17
C -0.54 -1.52 4.78
C 1.21 0.68 3.87
C 2.18 0.47 4.85
C 3.52 0.67 4.56
C 3.90 1.06 3.28
C 2.95 1.28 2.30
C 1.60 1.10 2.60
As 0.22 1.62 1.35
C -0.25 3.32 2.20
C 1.19 2.28 -0.19
H -0.42 0.91 6.61
H -2.12 1.04 6.10
H -0.97 2.32 5.66
H 0.19 -1.58 5.59
H -0.22 -2.16 3.96
H -1.51 -1.87 5.14
H 1.90 0.15 5.85
H 4.27 0.51 5.32
H 4.95 1.21 3.05
H 3.26 1.61 1.32
H 0.67 3.72 2.63
H -0.99 3.17 2.99
H -0.65 4.01 1.47
H 1.87 1.53 -0.59
H 1.76 3.16 0.12
H 0.49 2.56 -0.98
O -4.05 -2.10 3.92
P -3.69 -1.37 2.60
O -3.75 0.17 2.63
O -2.27 -1.62 2.12
O -4.76 -1.86 1.52
P -4.71 -1.25 -0.03
O -4.95 0.32 0.22
O -5.65 -1.91 -0.90
O -3.18 -1.10 -0.25
H -4.93 -2.50 3.98
H -5.84 0.69 0.13
N -0.75 3.68 -3.13
C -1.40 3.83 -2.19
N -2.13 4.01 -1.09
C -2.44 3.12 -0.29
N -2.75 2.37 0.58
C 4.70 -3.48 -4.94
C 3.67 -2.64 -4.20
S 2.66 -1.75 -5.35
O 1.82 -2.69 -6.04
O 3.50 -0.83 -6.07
C 1.58 -0.75 -4.34
C 0.39 -1.53 -3.81
N -0.46 -0.68 -2.96
C -0.35 -0.54 -1.62
N -1.23 0.35 -1.16
C -1.97 0.76 -2.24
C -1.48 0.16 -3.34
N -1.92 0.39 -4.70
O -2.93 1.04 -4.83
O -1.25 -0.09 -5.60
C 0.57 -1.35 -0.77
H 5.30 -4.03 -4.22
H 5.36 -2.84 -5.53
H 4.22 -4.18 -5.61
H 4.14 -1.90 -3.55
H 3.00 -3.28 -3.61
H 1.24 0.05 -5.00
H 2.18 -0.31 -3.54
H 0.68 -2.39 -3.20
H -0.21 -1.91 -4.63
H -2.78 1.47 -2.18
H 1.38 -1.79 -1.35
H 0.03 -2.16 -0.28
H 1.02 -0.73 0.00
```

Computed properties:
multiplicity: 1
charge: +1
relative energy (zero: lowest compared OMol25 entry of this formula, charge and spin): 207.51 kJ/mol
HOMO energy: -11.8 eV

***

Entry 5:
DFT (ωB97M-V/def2-TZVPD) results for a 2-piece molecular cluster, C20H31B2F3N3O14P overall in a non-equilibrium geometry.

Geometry as XYZ:
```
74
Properties=species:S:1:pos:R:3
C 3.20 -3.11 0.36
C 4.16 -2.04 0.71
O 4.38 -1.67 1.83
O 4.95 -1.55 -0.31
C 4.38 -1.25 -1.56
O 4.56 -1.99 -2.47
C 3.67 0.07 -1.59
C 2.30 -0.09 -0.97
C 1.28 -0.95 -1.57
C 1.45 -1.60 -2.79
O 1.16 -2.74 -3.15
O 2.11 -0.83 -3.88
C 1.55 0.30 -4.26
F 1.66 1.33 -3.40
F 2.13 0.71 -5.40
F 0.23 0.18 -4.52
C 0.05 -1.17 -0.77
B -1.12 -2.04 -1.29
N -1.55 -2.12 -2.68
O -1.83 -2.83 -0.41
C -0.04 -0.58 0.42
O -1.17 -0.64 1.18
C -1.95 0.57 1.17
C -3.30 0.39 0.50
C -3.24 0.73 -0.99
C -3.94 -0.98 0.77
C -5.44 -0.92 1.11
C -6.34 -1.57 0.05
C -5.69 -1.57 2.47
N 0.97 0.20 0.99
C 0.90 0.68 2.36
C 1.85 -0.06 3.29
N 1.37 -1.44 3.50
C 2.10 0.47 0.22
O 3.03 1.26 0.84
B 3.00 2.62 0.51
O 2.10 3.44 1.13
O 3.93 3.13 -0.38
H 3.76 -4.03 0.22
H 2.65 -2.91 -0.56
H 2.52 -3.22 1.19
H 3.66 0.42 -2.62
H 4.26 0.76 -1.00
H -1.18 -1.38 -3.24
H -1.22 -2.98 -3.10
H -2.51 -3.28 -0.92
H -2.10 0.88 2.20
H -1.39 1.35 0.65
H -3.95 1.14 0.96
H -3.20 1.81 -1.11
H -4.13 0.40 -1.51
H -2.35 0.33 -1.46
H -3.40 -1.51 1.54
H -3.85 -1.56 -0.14
H -5.75 0.12 1.21
H -5.78 -1.94 -0.80
H -6.89 -2.41 0.47
H -7.09 -0.88 -0.32
H -5.24 -0.96 3.26
H -5.19 -2.54 2.51
H -6.74 -1.70 2.68
H -0.09 0.52 2.76
H 1.11 1.74 2.41
H 1.91 0.49 4.22
H 2.82 -0.15 2.82
H 0.59 -1.43 4.15
H 2.10 -1.99 3.94
H 2.54 4.22 1.50
H 3.61 3.04 -1.28
O 2.74 6.19 0.92
P 2.73 7.06 -0.32
O 2.10 8.40 0.04
O 1.98 6.30 -1.42
O 4.11 7.36 -0.88
```

Computed properties:
multiplicity: 1
charge: -2
HOMO energy: -0.6 eV

***

Entry 6:
DFT (ωB97M-V/def2-TZVPD) results for C20H31BNO2Pt as an isolated structure in a non-equilibrium geometry.

Geometry as XYZ:
```
56
Properties=species:S:1:pos:R:3
O -1.24 0.25 -2.10
C 0.12 0.51 -1.60
C 0.12 1.91 -2.22
H 0.80 -0.19 -2.07
H 0.17 0.45 -0.51
C -1.45 1.68 -2.33
H 0.61 1.94 -3.21
H 0.53 2.67 -1.54
C -2.23 1.90 -3.60
H -1.88 1.38 -4.49
H -2.29 2.97 -3.82
H -3.27 1.58 -3.41
C -2.25 2.25 -1.15
H -1.68 2.36 -0.21
H -3.11 1.58 -0.97
H -2.61 3.24 -1.41
Pt 0.72 -0.63 2.46
C 1.80 2.16 4.24
C 2.63 1.02 4.16
C 2.56 0.47 2.81
H 3.31 0.68 4.93
C 1.59 1.33 2.07
C 1.11 2.31 3.03
H 0.39 3.09 2.81
H 1.74 2.82 5.11
H 3.38 -0.05 2.30
H 1.57 1.43 0.99
C -1.55 -1.63 3.44
C -1.23 -0.21 3.21
C -1.37 0.02 1.77
H -1.16 0.57 3.96
C -1.91 -1.18 1.20
C -2.06 -2.15 2.23
H -2.59 -3.11 2.12
H -1.53 -2.10 4.42
H -1.34 1.01 1.32
H -2.29 -1.26 0.17
O 0.86 -1.65 -3.24
C 0.09 -1.11 -4.37
C 0.58 -1.73 -5.70
H 0.17 -0.02 -4.43
H -0.96 -1.34 -4.15
C 1.54 -2.87 -5.28
H 1.12 -0.97 -6.27
H -0.24 -2.10 -6.32
C 1.53 -2.84 -3.73
H 2.56 -2.71 -5.66
H 1.18 -3.84 -5.65
H 2.53 -2.87 -3.26
H 0.98 -3.75 -3.39
B 0.59 -0.32 6.67
C 0.82 -1.04 5.36
N 1.01 -1.52 4.29
H -0.23 0.58 6.47
H 1.63 0.17 7.10
H 0.11 -1.13 7.46
```

Computed properties:
multiplicity: 3
charge: -1
⟨S²⟩: 2.05
HOMO energy (spin up / spin down): -3.4 / -3.3 eV

***

Entry 7:
DFT (ωB97M-V/def2-TZVPD) results for a 3-piece molecular cluster, C20H31Br3N2O8P2 overall in a non-equilibrium geometry.

Geometry as XYZ:
```
66
Properties=species:S:1:pos:R:3
C 4.33 -5.93 -1.86
C 2.92 -6.53 -1.99
C 2.16 -6.31 -0.67
Br 2.80 -7.50 0.74
C 0.66 -6.40 -0.83
C 0.02 -7.65 -1.00
N -1.26 -7.83 -1.15
C -1.95 -6.65 -1.08
C -3.36 -6.69 -1.19
C -4.13 -5.56 -1.16
C -3.51 -4.29 -0.99
C -2.15 -4.23 -0.88
C -1.45 -2.92 -0.75
Br -1.18 -2.15 0.97
C -0.99 -2.30 -1.84
C -0.24 -1.00 -1.88
Br -1.30 -3.09 -3.56
C -1.34 -5.40 -0.91
N 0.01 -5.27 -0.80
H 4.83 -6.40 -1.01
H 4.25 -4.87 -1.59
H 4.93 -6.08 -2.75
H 3.08 -7.59 -2.18
H 2.38 -6.11 -2.84
H 2.38 -5.29 -0.35
H 0.65 -8.54 -1.02
H -3.85 -7.65 -1.30
H -5.20 -5.59 -1.27
H -4.15 -3.42 -0.98
H 0.68 -1.19 -2.44
H 0.06 -0.66 -0.90
H -0.83 -0.28 -2.44
C -0.97 4.20 -0.46
O -2.37 3.94 -0.73
P -2.76 2.40 -1.14
O -2.01 2.19 -2.41
O -4.32 2.78 -1.38
C -4.97 3.87 -0.71
O -3.12 0.84 -0.75
C -3.73 0.57 0.52
H -0.89 5.20 -0.05
H -0.58 3.49 0.27
H -0.40 4.14 -1.38
H -4.87 4.78 -1.31
H -4.55 4.04 0.28
H -6.02 3.63 -0.61
H -4.78 0.90 0.52
H -3.19 1.07 1.33
H -3.69 -0.50 0.69
C 3.15 9.02 1.76
O 2.80 8.05 2.75
P 2.61 6.49 2.23
O 1.48 6.61 1.28
O 2.14 6.01 3.72
C 2.56 6.66 4.92
O 3.14 4.97 1.87
C 4.35 4.52 2.50
H 3.39 9.95 2.27
H 4.03 8.70 1.19
H 2.32 9.19 1.08
H 1.85 7.45 5.18
H 3.56 7.09 4.82
H 2.57 5.92 5.72
H 4.17 4.30 3.55
H 5.15 5.26 2.41
H 4.67 3.61 2.00
```

Computed properties:
multiplicity: 1
charge: 0
relative energy (zero: lowest compared OMol25 entry of this formula, charge and spin): 0.00 kJ/mol
HOMO energy: -8.8 eV
SMILES string: CC[C@H](Br)c1cnc2cccc(/C(Br)=C(/C)Br)c2n1.COP(=O)(OC)OC.COP(=O)(OC)OC